[1]
A structure of composition C11H16AlClO2V. Source: the Open Molecules 2025 dataset; level of theory: wB97M-V/def2-TZVPD.

ΔE to the lowest compared entry with this formula, charge and spin = 82.4 kcal/mol
E_HOMO (alpha / beta) = 2.0907 / 0.4375 eV
E_LUMO (alpha / beta) = 4.171 / 4.157 eV
Spin multiplicity = 4
Total charge = -2

Positions of all 32 atoms, in Å:
Al  -3.19170  3.35332  1.03147
Cl  -1.88966  3.65251  2.72726
C  -4.64833  2.02019  0.79835
C  -2.68657  4.40657  -0.59749
H  -5.50547  2.50439  0.27764
H  -4.35948  1.11270  0.23763
H  -4.95338  1.75093  1.82908
H  -3.42407  4.42899  -1.44064
H  -1.69195  4.07613  -0.96862
H  -2.63821  5.44542  -0.18532
V  0.78568  0.95685  -0.53238
C  1.75872  2.86630  -0.61562
C  -1.09122  0.54079  -0.61286
H  1.92119  3.06248  -1.68942
H  1.15461  3.62059  -0.09247
H  2.68118  2.58202  -0.08221
H  -1.96227  0.99541  -1.33234
H  -1.83425  0.20016  0.22056
O  1.45146  -0.69501  -1.45207
C  1.68187  -1.17841  -0.21964
O  1.53906  -0.36064  0.78581
C  2.02559  -2.57712  -0.05249
C  1.95870  -3.13005  1.22563
C  2.35791  -4.45487  1.43516
C  2.76673  -5.24500  0.33640
C  2.82146  -4.67642  -0.95760
C  2.40176  -3.34947  -1.13690
H  1.59347  -2.52709  2.05538
H  2.35698  -4.87152  2.42305
H  3.05568  -6.28813  0.49547
H  3.18176  -5.27323  -1.75849
H  2.38273  -2.94880  -2.15236

***

[2]
A cluster of 3 separate species, C11H16B3N3O5 in total. Source: the Open Molecules 2025 dataset; level of theory: wB97M-V/def2-TZVPD.

Structure (SMILES) = COCB1OBOB(OC#N)O1.c1cc[nH]c1.c1cc[nH]c1
E_HOMO = -8.2767 eV
E_LUMO = 0.075 eV
Spin multiplicity = 1

Positions of all 38 atoms, in Å:
C  -0.12324  1.22214  0.76173
O  -0.56757  0.82159  -0.53008
C  0.12954  1.46444  -1.59823
B  -0.03061  3.03497  -1.53127
O  -1.25431  3.65525  -1.68031
B  -1.52257  4.72409  -0.85466
O  -0.46352  5.54710  -0.50084
B  0.80432  5.08162  -0.70376
O  1.86790  5.89577  -0.27961
C  2.90297  6.00236  -1.03597
N  3.82305  6.10014  -1.71371
O  1.05920  3.85426  -1.24954
H  0.89046  1.63665  0.72133
H  -0.09693  0.34218  1.41132
H  -0.82089  1.94679  1.20220
H  -0.32268  1.09720  -2.52792
H  1.18843  1.17283  -1.61079
H  -2.60254  4.91536  -0.41006
C  -2.66503  -4.05588  -0.56344
C  -1.64554  -4.12079  -1.55139
C  -1.16113  -2.85051  -1.72128
N  -1.84632  -2.02190  -0.87606
C  -2.76634  -2.74772  -0.16778
H  -3.25510  -4.87495  -0.18789
H  -1.30634  -4.99914  -2.07425
H  -0.38791  -2.46951  -2.36663
H  -1.69072  -1.02922  -0.78613
H  -3.41107  -2.27530  0.55397
C  1.99337  -3.00276  3.24498
C  2.70889  -2.77033  2.03832
C  1.78795  -2.45697  1.07354
N  0.54935  -2.48786  1.65068
C  0.66319  -2.82168  2.97127
H  2.40783  -3.27503  4.20120
H  3.77477  -2.83196  1.89533
H  1.90733  -2.21959  0.03011
H  -0.31228  -2.30085  1.16429
H  -0.20590  -2.90283  3.60134

***

[3]
A structure of composition C11H16BClCoN6. Source: the Open Molecules 2025 dataset; level of theory: wB97M-V/def2-TZVPD.

E_HOMO (alpha / beta) = -15.2192 / -15.3060 eV
E_LUMO (alpha / beta) = -11.910 / -11.396 eV
Spin multiplicity = 4
Total charge = +2

Positions of all 36 atoms, in Å:
C  0.01201  2.88134  1.11396
N  0.20512  1.64018  0.60165
N  0.29928  1.66811  -0.75181
C  0.20630  2.94876  -1.12770
C  -0.00025  3.74040  0.00749
B  0.47482  0.38290  -1.60061
N  1.59567  -0.49899  -1.03818
N  1.67531  -0.76233  0.29239
C  2.75947  -1.56163  0.48677
C  3.40405  -1.76375  -0.77346
C  2.63257  -1.07202  -1.70453
Co  0.21603  0.09169  1.38806
N  -0.84347  -0.41503  -1.67573
N  -1.42725  -0.93084  -0.55576
C  -2.58453  -1.51896  -0.94090
C  -2.73077  -1.38952  -2.37124
C  -1.58805  -0.69354  -2.78560
H  -3.29124  -1.99942  -0.31007
H  -1.24701  -0.36485  -3.75309
H  -3.51448  -1.72981  -3.00025
H  0.75708  0.74202  -2.69846
H  2.73320  -0.92721  -2.77790
H  0.31065  3.16336  -2.16224
H  4.29406  -2.32783  -1.00208
H  -0.12773  4.79005  0.01677
H  3.09611  -1.96122  1.40941
H  -0.21073  3.09174  2.13810
H  -0.57005  -1.66231  1.44796
C  0.04277  -1.75111  2.43604
H  0.79338  -2.52865  2.22779
H  0.59792  -0.85818  2.84925
H  -0.72340  -2.01315  3.18860
Cl  -2.75123  0.96989  3.97906
C  -1.49529  0.91427  2.50257
H  -1.91433  1.70299  1.84344
H  -1.08599  0.00269  3.10029

***

[4]
A structure of composition C11H16BClN6Pb. Source: the Open Molecules 2025 dataset; level of theory: wB97M-V/def2-TZVPD.

E_HOMO (alpha / beta) = -22.5665 / -23.1820 eV
E_LUMO (alpha / beta) = -18.951 / -18.965 eV
Spin multiplicity = 1
Total charge = +4

Positions of all 36 atoms, in Å:
C  3.29662  0.15647  0.70778
N  2.01122  0.22497  0.32688
N  1.96612  -0.02033  -1.03082
C  3.23332  -0.21393  -1.48242
C  4.11522  -0.11373  -0.40762
B  0.63162  0.03077  -1.88382
N  -0.42868  -1.11393  -1.60712
N  -1.14778  -1.21773  -0.43332
C  -1.98768  -2.25673  -0.56392
C  -1.84298  -2.83463  -1.84152
C  -0.85138  -2.07943  -2.46552
Pb  0.03642  -0.14443  0.92138
N  -0.05938  1.38087  -1.57492
N  -0.45798  1.57917  -0.29472
C  -1.02778  2.79357  -0.23182
C  -0.99718  3.39817  -1.50622
C  -0.37128  2.46327  -2.33262
H  -1.42468  3.16477  0.71328
H  -0.12708  2.48797  -3.39402
H  -1.37768  4.37927  -1.78702
H  0.94532  -0.04093  -3.05152
H  -0.41848  -2.15233  -3.46262
H  3.41422  -0.40193  -2.54012
H  -2.39288  -3.67813  -2.25702
H  5.19992  -0.21053  -0.42972
H  -2.64818  -2.52573  0.26008
H  3.56002  0.30937  1.75418
H  -1.72588  -0.82403  2.69388
C  -1.93668  -1.59723  3.45018
H  -2.79068  -2.21053  3.12018
H  -1.05008  -2.23933  3.57598
H  -2.18028  -1.11493  4.41048
Cl  -1.70088  1.78397  3.08008
C  -0.14958  0.92087  2.89508
H  0.65792  1.68087  2.91958
H  0.02722  0.23627  3.74938

***

[5]
An isolated molecule of C11H16BrO4P. Source: the Open Molecules 2025 dataset; level of theory: wB97M-V/def2-TZVPD.

Structure (SMILES) = CCOP(=O)(OCC)[C@H](O)c1ccc(Br)cc1
E_HOMO = -9.1516 eV
E_LUMO = 0.677 eV
Spin multiplicity = 1

Positions of all 33 atoms, in Å:
C  1.94013  3.38045  0.34625
C  1.65464  1.94547  0.75737
O  1.81130  1.10209  -0.38005
P  2.45401  -0.36208  -0.27330
O  2.65080  -0.94774  -1.59692
O  3.79265  -0.20917  0.61140
C  5.04152  -0.15680  -0.07395
C  5.30585  1.22930  -0.63479
C  1.37768  -1.39273  0.83800
O  1.65736  -2.73024  0.53767
C  -0.04992  -0.99260  0.58937
C  -0.85637  -0.52953  1.62167
C  -2.15953  -0.13521  1.37601
C  -2.65148  -0.20822  0.08429
Br  -4.44127  0.33872  -0.26206
C  -1.86555  -0.66678  -0.95922
C  -0.56446  -1.05671  -0.70089
H  1.77826  4.04428  1.19101
H  2.96777  3.47758  0.00662
H  1.27900  3.66823  -0.46649
H  0.62388  1.84788  1.11640
H  2.33867  1.62652  1.55036
H  5.79294  -0.43924  0.66818
H  5.03192  -0.89019  -0.88582
H  6.27357  1.24954  -1.12872
H  5.29802  1.96910  0.16293
H  4.53054  1.47524  -1.35795
H  1.64614  -1.24485  1.88776
H  1.75522  -2.81212  -0.42155
H  -0.46549  -0.47790  2.62754
H  -2.78619  0.22326  2.17823
H  -2.26336  -0.71321  -1.96109
H  0.06021  -1.40136  -1.51091

***

[6]
A structure of composition C11H16Cl3IrNOS. Source: the Open Molecules 2025 dataset; level of theory: wB97M-V/def2-TZVPD.

ΔE to the lowest compared entry with this formula, charge and spin = 1.5 kcal/mol
E_HOMO (alpha / beta) = 1.2512 / -1.3824 eV
E_LUMO (alpha / beta) = 5.142 / 5.066 eV
Spin multiplicity = 6
Total charge = -2

Positions of all 34 atoms, in Å:
C  1.34499  -0.63791  -0.23184
C  1.16910  -0.69181  1.14803
C  0.33999  0.41227  1.55378
C  1.79593  -1.68549  2.05036
C  -0.01888  1.14840  0.40659
C  0.48454  0.43409  -0.78414
C  0.86689  1.23471  -1.97743
C  2.33635  -1.39046  -1.02059
C  0.02381  0.77374  2.94748
C  -0.46037  2.56293  0.38977
Ir  -1.42888  -0.49062  -0.69882
Cl  -1.84541  -1.87664  1.19104
Cl  -0.76062  -2.56333  -1.55061
Cl  -2.99144  0.90907  0.39923
H  1.90273  -2.65788  1.54599
H  1.19761  -1.82568  2.96032
H  2.79879  -1.34519  2.34970
H  -0.43355  -0.06324  3.48446
H  -0.68233  1.60405  2.96570
H  0.92170  1.08029  3.49919
H  -1.28695  2.71432  1.09932
H  -0.82997  2.81928  -0.60861
H  0.37583  3.23204  0.65152
H  0.00861  1.81682  -2.32582
H  1.13216  0.55867  -2.79263
H  1.71361  1.89219  -1.74446
H  2.22995  -2.47834  -0.86854
H  3.35719  -1.10991  -0.70685
H  2.23440  -1.17163  -2.09256
O  -1.52251  0.22463  -2.51686
H  -1.04004  -0.44663  -3.01590
S  -5.55905  -0.81693  -2.62346
C  -4.20352  -0.95261  -1.82215
N  -3.17069  -1.21320  -1.26121

***

Max |F| list, top to bottom, in eV/A: 4.42; 0.91; 6.57; 5.97; 1.46; 7.72
Electronic energy list, top to bottom, in eV: -60566.5670; -28409.9314; -71410.3658; -39000.4821; -99190.1684; -66442.8673